{"formula": "CH10NO6", "method": "ωB97M-V with the def2-TZVPD basis set", "elements": ["N", "C", "O", "O", "H", "H", "H", "H", "O", "H", "H", "O", "H", "H", "O", "H", "H", "O"], "positions_angstrom": [[0.055, 1.711, 1.842], [-0.806, 1.074, 0.914], [-1.528, 0.166, 1.308], [-0.685, 1.305, -0.279], [0.064, 1.515, 2.808], [0.422, 2.584, 1.605], [0.059, -0.351, -2.757], [-0.932, -0.054, -1.651], [-0.859, -0.424, -2.501], [0.334, -1.568, 0.592], [1.226, -0.456, 1.255], [1.251, -1.252, 0.758], [0.979, 0.769, -1.186], [1.862, -0.398, -0.669], [1.818, 0.359, -1.328], [-1.235, -1.141, 0.412], [-0.947, -1.826, -1.019], [-1.077, -2.012, -0.103]], "mulliken_charge": [-0.378, 0.633, -0.784, -0.834, 0.183, 0.181, 0.370, 0.339, -0.727, 0.441, 0.334, -0.795, 0.363, 0.463, -0.748, 0.383, 0.403, -0.827], "gap_ev": 9.3, "homo_ha": -0.20003, "spin_multiplicity": 1, "charge": -1, "relative_energy_kcal_mol": 13.88}

---

{"formula": "C93H163Cl6F3N14O9S", "method": "ωB97M-V with the def2-TZVPD basis set", "elements": ["C", "C", "C", "N", "C", "C", "C", "C", "C", "H", "H", "H", "H", "H", "H", "H", "H", "H", "H", "H", "H", "H", "H", "H", "H", "H", "H", "C", "F", "F", "F", "S", "O", "O", "O", "C", "Cl", "Cl", "Cl", "H", "C", "Cl", "Cl", "Cl", "H", "C", "C", "C", "C", "C", "C", "N", "O", "C", "C", "C", "H", "H", "H", "H", "H", "H", "H", "H", "H", "H", "H", "H", "H", "H", "H", "H", "H", "H", "C", "C", "C", "C", "C", "C", "N", "O", "C", "C", "C", "H", "H", "H", "H", "H", "H", "H", "H", "H", "H", "H", "H", "H", "H", "H", "H", "H", "H", "C", "C", "C", "C", "C", "C", "N", "O", "C", "C", "C", "H", "H", "H", "H", "H", "H", "H", "H", "H", "H", "H", "H", "H", "H", "H", "H", "H", "H", "C", "C", "C", "C", "C", "C", "N", "O", "C", "C", "C", "H", "H", "H", "H", "H", "H", "H", "H", "H", "H", "H", "H", "H", "H", "H", "H", "H", "H", "C", "C", "C", "C", "C", "C", "N", "O", "C", "C", "C", "H", "H", "H", "H", "H", "H", "H", "H", "H", "H", "H", "H", "H", "H", "H", "H", "H", "H", "C", "C", "C", "C", "C", "C", "N", "O", "C", "C", "C", "H", "H", "H", "H", "H", "H", "H", "H", "H", "H", "H", "H", "H", "H", "H", "H", "H", "H", "N", "C", "C", "C", "C", "H", "H", "H", "H", "H", "N", "C", "C", "C", "C", "H", "H", "H", "H", "H", "N", "C", "C", "C", "C", "H", "H", "H", "H", "H", "N", "C", "C", "C", "C", "H", "H", "H", "H", "H", "N", "C", "C", "C", "C", "H", "H", "H", "H", "H", "N", "C", "C", "C", "C", "H", "H", "H", "H", "H", "N", "C", "C", "C", "C", "H", "H", "H", "H", "H"], "positions_angstrom": [[2.430, 1.081, 2.228], [1.254, 0.730, 1.281], [1.464, -0.609, 0.477], [0.257, -1.030, -0.423], [-0.092, 0.126, -1.395], [-0.987, -1.374, 0.427], [-1.782, -2.299, -0.439], [-0.810, -3.057, -1.226], [0.578, -2.326, -1.228], [3.317, 1.339, 1.650], [2.634, 0.356, 3.016], [2.183, 1.998, 2.763], [1.145, 1.571, 0.596], [0.330, 0.580, 1.840], [1.598, -1.431, 1.180], [2.369, -0.561, -0.130], [0.817, 0.463, -1.893], [-0.555, 0.894, -0.775], [-0.828, -0.294, -2.081], [-1.576, -0.526, 0.778], [-0.505, -1.910, 1.244], [-2.441, -1.735, -1.100], [-2.442, -2.938, 0.147], [-1.189, -3.174, -2.242], [-0.601, -4.066, -0.873], [0.837, -2.049, -2.250], [1.372, -2.855, -0.701], [2.686, -5.452, -2.341], [2.768, -6.595, -3.032], [1.439, -5.211, -1.944], [3.555, -5.514, -1.344], [3.434, -3.947, -3.412], [2.274, -3.601, -4.262], [3.834, -2.860, -2.490], [4.511, -4.545, -4.169], [7.340, -0.151, 5.501], [8.189, -0.083, 3.871], [5.634, 0.052, 5.165], [8.013, 1.099, 6.626], [7.660, -1.102, 5.927], [-5.859, 0.404, 2.162], [-4.196, -0.226, 2.188], [-6.148, 1.541, 0.868], [-6.263, 1.146, 3.717], [-6.435, -0.484, 1.899], [-6.125, -3.445, -2.916], [-7.223, -3.692, -1.788], [-7.435, -5.222, -1.961], [-8.006, -6.003, -0.811], [-7.416, -5.555, 0.545], [-7.326, -4.044, 0.717], [-6.675, -3.382, -0.420], [-6.401, -1.964, -0.256], [-8.722, -3.469, 1.048], [-6.433, -3.894, 2.034], [-8.510, -2.951, -2.224], [-6.564, -3.677, -3.887], [-5.269, -4.054, -2.626], [-5.664, -2.457, -2.943], [-8.094, -5.475, -2.791], [-6.508, -5.726, -2.234], [-8.045, -7.081, -0.966], [-9.082, -5.839, -0.750], [-6.397, -5.909, 0.705], [-8.069, -5.945, 1.326], [-9.188, -4.125, 1.784], [-8.679, -2.418, 1.336], [-9.407, -3.588, 0.208], [-5.474, -4.364, 1.816], [-6.137, -2.859, 2.210], [-6.891, -4.375, 2.898], [-8.441, -2.620, -3.260], [-8.648, -1.998, -1.713], [-9.446, -3.479, -2.042], [-2.232, 1.241, 5.122], [-0.789, 1.254, 5.701], [-1.047, 1.687, 7.163], [0.103, 1.370, 8.131], [0.405, -0.077, 8.085], [0.837, -0.612, 6.666], [-0.125, -0.183, 5.635], [0.068, -0.679, 4.297], [2.226, 0.056, 6.504], [1.072, -2.096, 6.829], [0.043, 2.363, 5.008], [-2.722, 2.201, 5.284], [-2.824, 0.450, 5.582], [-2.309, 1.068, 4.049], [-1.297, 2.741, 7.282], [-1.929, 1.149, 7.509], [-0.372, 1.587, 9.088], [0.944, 2.018, 7.886], [-0.468, -0.644, 8.406], [1.249, -0.176, 8.769], [2.224, 1.130, 6.694], [2.975, -0.321, 7.200], [2.611, -0.045, 5.489], [0.077, -2.515, 6.976], [1.503, -2.449, 5.893], [1.789, -2.454, 7.569], [-0.654, 3.170, 4.780], [0.520, 2.017, 4.092], [0.828, 2.837, 5.597], [-3.144, 3.566, 2.171], [-3.078, 4.723, 1.065], [-3.548, 6.027, 1.658], [-2.539, 6.709, 2.579], [-1.265, 6.933, 1.797], [-0.633, 5.688, 1.185], [-1.702, 4.883, 0.472], [-1.233, 3.799, -0.305], [0.487, 6.229, 0.138], [0.127, 4.900, 2.243], [-4.122, 4.399, -0.065], [-4.147, 3.315, 2.516], [-2.584, 3.841, 3.064], [-2.620, 2.642, 1.928], [-3.971, 6.598, 0.831], [-4.401, 5.828, 2.307], [-2.203, 6.123, 3.434], [-2.805, 7.669, 3.021], [-0.592, 7.547, 2.395], [-1.608, 7.639, 1.041], [0.825, 5.322, -0.364], [0.019, 6.741, -0.703], [1.270, 6.844, 0.581], [0.601, 4.006, 1.837], [0.854, 5.556, 2.722], [-0.527, 4.421, 2.971], [-3.915, 4.889, -1.016], [-5.154, 4.549, 0.250], [-4.132, 3.316, -0.189], [0.764, 4.166, -6.053], [-0.062, 4.387, -4.747], [0.775, 5.307, -3.809], [0.667, 6.811, -4.040], [-0.753, 7.270, -4.092], [-1.622, 6.425, -5.124], [-1.398, 4.975, -4.854], [-2.350, 4.149, -5.628], [-3.015, 6.852, -4.721], [-1.273, 6.968, -6.500], [-0.097, 3.038, -4.006], [0.100, 3.767, -6.819], [1.742, 3.685, -6.067], [1.082, 5.095, -6.528], [0.607, 5.133, -2.746], [1.850, 5.242, -3.980], [1.112, 7.093, -4.994], [1.129, 7.457, -3.293], [-0.801, 8.343, -4.282], [-1.197, 7.183, -3.100], [-3.226, 7.921, -4.758], [-3.661, 6.395, -5.471], [-3.306, 6.593, -3.703], [-2.120, 6.744, -7.149], [-1.289, 8.057, -6.480], [-0.428, 6.586, -7.071], [-0.447, 3.330, -3.016], [0.870, 2.540, -3.923], [-0.688, 2.308, -4.560], [-3.497, -6.417, 2.460], [-2.802, -7.051, 1.231], [-2.720, -8.544, 1.663], [-2.131, -9.432, 0.494], [-3.090, -9.311, -0.714], [-3.246, -7.812, -1.189], [-3.543, -6.896, -0.027], [-3.523, -5.502, -0.446], [-1.970, -7.539, -1.996], [-4.417, -7.752, -2.200], [-1.324, -6.621, 1.316], [-3.546, -5.341, 2.293], [-3.039, -6.635, 3.424], [-4.552, -6.684, 2.409], [-2.126, -8.742, 2.556], [-3.667, -9.007, 1.942], [-2.149, -10.481, 0.790], [-1.141, -9.103, 0.180], [-4.035, -9.798, -0.470], [-2.688, -9.859, -1.566], [-1.928, -6.600, -2.548], [-0.995, -7.663, -1.526], [-1.909, -8.223, -2.843], [-4.478, -6.810, -2.744], [-4.107, -8.440, -2.987], [-5.401, -8.023, -1.817], [-0.756, -7.021, 0.476], [-0.823, -6.908, 2.241], [-1.339, -5.550, 1.117], [6.466, 4.390, 5.701], [6.466, 4.641, 4.148], [5.145, 5.341, 3.846], [5.144, 6.800, 4.285], [6.248, 7.617, 3.665], [7.653, 6.995, 3.893], [7.580, 5.508, 3.625], [8.841, 4.736, 3.697], [8.448, 7.705, 2.770], [8.184, 7.462, 5.262], [6.315, 3.351, 3.244], [6.524, 5.343, 6.226], [7.391, 3.855, 5.915], [5.638, 3.693, 5.834], [4.828, 5.400, 2.805], [4.343, 4.829, 4.378], [5.090, 6.891, 5.370], [4.236, 7.324, 3.986], [6.225, 8.634, 4.056], [6.088, 7.674, 2.588], [8.134, 7.434, 1.762], [8.350, 8.787, 2.869], [9.522, 7.552, 2.873], [7.474, 7.232, 6.056], [9.141, 6.988, 5.478], [8.354, 8.537, 5.320], [5.409, 2.747, 3.292], [7.108, 2.653, 3.513], [6.340, 3.705, 2.214], [5.138, 1.171, -0.968], [4.476, 2.354, -0.704], [3.379, 2.535, -1.572], [3.463, 1.398, -2.394], [4.532, 0.627, -2.054], [5.986, 0.862, -0.516], [4.853, 2.856, 0.176], [2.576, 3.257, -1.570], [2.761, 1.221, -3.196], [4.751, -0.398, -2.315], [1.039, -1.312, -5.340], [-0.355, -1.231, -5.574], [-0.572, -0.043, -6.275], [0.678, 0.635, -6.384], [1.660, -0.154, -5.808], [1.494, -2.049, -4.820], [-1.021, -2.050, -5.342], [-1.532, 0.188, -6.714], [0.804, 1.615, -6.821], [2.720, 0.015, -5.697], [-3.226, 1.582, -3.886], [-3.937, 0.691, -4.599], [-4.723, 0.070, -3.707], [-4.407, 0.473, -2.392], [-3.408, 1.420, -2.531], [-2.505, 2.168, -4.282], [-3.743, 0.541, -5.651], [-5.365, -0.765, -3.946], [-4.915, 0.209, -1.477], [-2.818, 1.903, -1.766], [5.532, -2.128, -0.555], [6.895, -1.821, -0.631], [7.321, -1.463, 0.630], [6.223, -1.345, 1.455], [5.094, -1.685, 0.670], [5.018, -2.320, -1.403], [7.453, -2.076, -1.520], [8.366, -1.298, 0.850], [6.113, -1.121, 2.506], [4.055, -1.790, 0.945], [-0.395, -5.176, -6.002], [-0.995, -4.802, -4.796], [-2.351, -4.952, -4.926], [-2.600, -5.354, -6.248], [-1.334, -5.506, -6.879], [0.592, -5.377, -6.077], [-0.416, -4.644, -3.898], [-3.085, -4.742, -4.162], [-3.527, -5.562, -6.761], [-1.060, -5.787, -7.885], [2.671, -4.872, 1.460], [1.421, -4.548, 1.857], [1.470, -3.970, 3.094], [2.847, -3.951, 3.527], [3.506, -4.517, 2.482], [2.860, -5.233, 0.536], [0.602, -4.733, 1.178], [0.601, -3.590, 3.611], [3.196, -3.522, 4.454], [4.585, -4.540, 2.429], [4.531, -2.314, -6.234], [5.309, -1.433, -5.494], [5.820, -0.468, -6.303], [5.312, -0.745, -7.562], [4.554, -1.861, -7.497], [4.149, -3.206, -5.953], [5.281, -1.537, -4.420], [6.433, 0.356, -5.969], [5.472, -0.168, -8.461], [4.084, -2.426, -8.289]], "mulliken_charge": [-1.640, 1.145, 0.213, 0.903, -0.980, -0.102, -0.865, 0.738, 0.766, 0.197, 0.370, 0.391, -0.409, 0.018, 0.095, -0.095, -0.434, -0.177, 1.100, 0.100, 0.235, -0.027, 0.704, -0.207, -0.412, -0.539, -0.099, 0.379, -0.242, -0.007, -0.339, 0.953, -0.962, -0.817, -0.728, -0.304, -0.126, 0.056, -0.108, 0.452, 0.666, 0.008, -0.081, -0.150, -0.414, -1.153, 1.880, -0.715, -0.969, -0.530, 1.180, 0.965, -0.345, -1.690, -1.005, -1.964, 0.674, 0.097, -0.481, 0.437, -0.230, 0.525, 0.435, -0.342, 0.526, 0.431, 0.203, 0.370, -0.026, -0.045, 0.435, 0.478, 0.363, 0.365, -1.752, 1.957, -1.515, -0.569, -1.318, 1.854, 0.170, -0.076, -1.224, -1.598, -1.375, 0.352, 0.591, -0.075, 0.344, 0.542, 0.403, 0.324, 0.343, 0.367, 0.283, 0.561, -0.280, 0.507, -0.029, 0.364, 0.332, -0.124, 0.470, -1.186, 1.854, -1.493, -0.517, -1.517, 1.624, 0.183, 0.400, -1.404, -0.952, -1.367, 0.505, 0.105, -0.151, 0.474, 0.394, 0.207, 0.502, 0.535, 0.313, -0.170, 0.348, 0.440, 0.118, 0.629, -0.238, 0.166, 0.440, -0.051, -2.260, 2.131, -0.416, -0.935, -1.289, 1.419, 0.933, -0.562, -1.645, -1.540, -0.805, 0.597, 0.344, 0.452, -0.238, 0.323, 0.411, 0.506, 0.459, 0.271, 0.362, 0.464, 0.145, 0.417, 0.370, 0.218, 0.564, -0.286, -0.279, -1.876, 1.297, -1.413, -0.499, -1.304, 1.565, 0.440, 0.402, -1.825, -1.652, -1.386, 0.064, 0.432, 0.574, 0.477, 0.388, 0.448, 0.281, 0.404, 0.411, 0.109, 0.418, 0.579, 0.055, 0.593, 0.264, 0.550, 0.465, -0.079, -1.300, 1.723, -1.174, -0.916, -1.273, 1.471, 0.411, -0.498, -1.735, -1.663, -1.433, 0.271, 0.188, 0.410, 0.316, 0.356, 0.412, 0.401, 0.461, 0.398, 0.428, 0.385, 0.382, 0.339, 0.394, 0.393, 0.111, 0.239, 0.512, 0.428, -1.478, -0.575, 0.134, -0.933, 0.358, 0.499, 0.728, 0.519, 0.258, 0.626, -0.521, -0.758, -0.822, -0.610, 0.198, 0.502, 0.577, 0.518, 0.596, 0.371, -0.515, -1.359, -0.235, -0.620, -0.117, 0.462, 0.641, 0.534, 0.689, 0.746, -0.667, -0.670, -0.324, -0.482, 0.204, 0.494, 0.388, 0.196, 0.468, 0.168, -0.886, 0.608, -1.306, -0.535, 0.219, 0.145, 0.749, 0.434, 0.438, 0.309, -0.378, -0.278, -0.759, -1.119, 0.292, 0.505, 0.571, 0.491, 0.411, 0.346, -0.281, -0.644, -0.465, -0.589, 0.155, 0.244, 0.440, 0.409, 0.421], "gap_ev": [7.5, 6.4], "homo_ha": [-0.26921, -0.26921], "spin_multiplicity": 7}